A structure of composition C37H37ClGaI2N6OP. Source: OMol25; level of theory: ωB97M-V/def2-TZVPD.

E	-5157.205448	a.u.
gap between HOMO and LUMO	7.21	eV
energy relative to the best compared isomer or geometry (same formula, charge and spin)	24.3	kcal/mol
E_HOMO	-12.586	eV
charge	+2

XYZ file:
```
86
Properties=species:S:1:pos:R:3:forces:R:3
Ga -0.311523 0.049473 0.507205 0.21 -0.26 -0.12
I -7.248712 2.786158 1.823963 -0.05 0.02 0.00
C -5.409507 1.830864 1.715713 0.01 -0.14 0.07
C -5.226043 0.592598 2.324199 0.04 0.18 -0.10
C -3.992881 -0.024979 2.243439 -0.06 -0.06 0.04
I -3.779775 -1.887574 3.156109 0.02 -0.01 -0.02
C -2.904156 0.556620 1.581351 -0.01 0.06 -0.08
O -1.732213 -0.112672 1.608640 0.07 0.10 0.30
C -3.106649 1.796383 0.952773 0.00 0.11 -0.12
C -2.059620 2.609725 0.210206 -0.10 -0.22 0.20
N -1.057494 1.782102 -0.546778 0.11 0.03 -0.13
C -1.666449 1.440262 -1.856850 0.03 0.05 0.00
C -1.443039 0.023361 -2.266478 -0.02 0.04 -0.04
C -1.744429 -0.385883 -3.554321 0.01 0.01 0.03
C -1.760621 -1.738039 -3.841048 0.02 -0.05 0.06
C -1.507628 -2.632061 -2.809702 0.00 0.05 -0.04
C -1.183672 -2.138876 -1.564556 0.04 -0.02 0.04
N -1.105202 -0.824925 -1.294098 -0.18 -0.08 0.01
C -4.360384 2.408261 1.030446 0.02 -0.07 -0.03
H -6.038503 0.114105 2.852146 -0.01 0.00 0.00
H -1.542412 3.306633 0.862024 0.01 -0.14 -0.02
H -2.573451 3.235237 -0.520556 -0.01 0.03 0.02
H -0.262180 2.380397 -0.749833 -0.02 0.05 0.05
H -1.349073 2.145945 -2.625538 0.04 -0.03 0.01
H -2.748750 1.542979 -1.752056 0.00 0.04 0.00
H -1.988500 0.351953 -4.306752 -0.01 0.00 0.00
H -1.995220 -2.087347 -4.837381 0.01 -0.01 0.00
H -1.553253 -3.701271 -2.956681 -0.01 -0.01 -0.01
H -0.990927 -2.816543 -0.754302 -0.03 0.04 0.03
H -4.506196 3.363152 0.540020 -0.01 0.01 0.00
Cl 1.836523 -0.084862 -1.473246 0.08 0.09 0.05
C 3.050231 -1.153953 -0.781844 0.02 0.01 0.05
C 4.302105 -1.107773 -1.366390 0.00 0.02 -0.01
C 5.287876 -1.971477 -0.914119 0.01 0.04 -0.02
C 5.005367 -2.883539 0.090731 -0.04 -0.01 0.03
C 3.745212 -2.910715 0.663804 -0.03 -0.06 -0.07
C 2.739286 -2.023337 0.262054 0.07 0.05 -0.03
P 1.107361 -2.109049 1.047013 -0.09 -0.07 -0.03
C 1.313118 -2.289864 2.842300 -0.08 0.13 -0.03
C 0.113471 -2.290413 3.560782 0.05 0.02 0.03
C 0.123194 -2.399096 4.940139 -0.01 0.00 0.00
C 1.330918 -2.485384 5.619822 0.01 -0.01 0.01
C 2.525091 -2.451690 4.914839 -0.02 -0.01 0.01
C 2.522897 -2.353926 3.529913 0.02 0.08 -0.02
C 0.504498 -3.760772 0.538793 -0.04 0.06 -0.07
C -0.642253 -4.287538 1.137254 0.03 -0.07 0.03
C -1.153414 -5.501654 0.706075 -0.03 0.04 0.05
C -0.532414 -6.197322 -0.321530 0.05 -0.03 -0.04
C 0.600371 -5.672468 -0.926583 -0.04 -0.05 0.01
C 1.114444 -4.454651 -0.507254 0.00 0.15 0.00
H 4.496959 -0.411888 -2.170322 0.01 0.00 -0.01
H 6.271498 -1.937891 -1.362198 0.00 -0.01 -0.01
H 5.761699 -3.581226 0.422417 0.00 0.00 0.00
H 3.523060 -3.657924 1.413614 -0.01 -0.01 0.00
H -0.833416 -2.133725 3.057623 0.01 0.01 0.02
H -0.813266 -2.389881 5.482149 0.00 0.00 0.01
H 1.342995 -2.563002 6.698439 0.00 0.00 0.01
H 3.467587 -2.500462 5.443334 0.01 0.00 0.00
H 3.470811 -2.297901 3.014330 -0.02 0.00 0.00
H -1.151870 -3.758302 1.930987 0.00 -0.05 -0.05
H -2.040757 -5.904787 1.175338 0.00 0.00 0.01
H -0.928942 -7.149525 -0.647165 -0.01 0.00 -0.01
H 1.088466 -6.212929 -1.726392 0.01 0.01 -0.01
H 1.980352 -4.045840 -1.011510 0.00 -0.04 0.03
C 2.522600 1.180281 1.603588 -0.13 -0.10 0.05
N 3.269808 1.982626 2.534199 0.02 0.01 -0.01
C 2.968152 1.559263 3.906752 0.02 0.01 -0.01
N 1.544377 1.727313 4.201728 0.05 -0.08 0.01
C 0.783510 0.906383 3.300467 -0.02 -0.09 -0.03
N 1.028287 1.271154 1.830714 -0.19 0.23 0.04
C 0.677792 2.743208 1.779308 0.10 -0.02 -0.13
N 1.454857 3.561628 2.665469 0.07 0.01 -0.07
C 2.880666 3.385947 2.376456 -0.02 -0.02 0.05
C 1.189405 3.130080 4.038765 -0.03 0.05 0.07
H 2.806775 0.133964 1.711147 0.04 0.00 0.00
H 2.729859 1.517218 0.588644 0.01 -0.02 -0.05
H 3.554726 2.159938 4.600837 0.00 0.00 -0.01
H 3.242020 0.509737 4.029865 -0.01 0.02 0.00
H -0.287483 0.996117 3.485088 0.01 0.02 0.00
H 1.088524 -0.119918 3.437125 -0.02 -0.04 -0.01
H -0.361154 2.813469 2.085330 -0.01 0.02 -0.02
H 0.821735 3.101113 0.756008 0.00 -0.01 0.02
H 3.460616 4.001285 3.062452 0.00 0.00 -0.01
H 3.090135 3.709988 1.355240 0.00 0.00 0.00
H 0.129966 3.266208 4.262504 0.00 0.01 0.01
H 1.774199 3.739121 4.726788 -0.01 -0.01 0.00
```
Positions in Å, forces in eV/Å.